(1)
Density functional theory data (ωB97M-V with the def2-TZVPD basis set) for C15H27Be2BrCl4FIKN2O8 as an isolated structure at a distorted geometry.

Each line ends with the Löwdin charge.
Atoms and positions in Å:
I -3.45 -2.75 -4.46  0.764
Br 5.22 0.70 -1.02  0.038
K -4.67 -2.02 0.09  0.917
Cl 4.15 3.26 -5.15  0.611
Cl -1.28 -0.37 0.66  0.676
Cl 5.14 2.96 -2.43  0.401
Cl 5.63 0.88 -4.44  0.595
F 0.03 1.59 1.91  -0.314
O -4.25 -3.51 3.69  -0.042
O -8.85 -2.38 -0.03  -0.138
O -1.18 -0.42 2.09  -0.313
O -2.55 -0.96 0.27  -0.547
O 0.91 0.07 -3.73  -0.138
O -0.21 -1.13 0.07  -0.309
O -2.01 -0.99 -2.62  0.024
O -1.22 1.01 0.20  -0.255
N 3.49 -2.19 -4.32  -0.005
N 5.19 4.57 0.76  0.025
C -0.29 -2.08 -3.75  -0.120
C 4.23 6.22 2.79  -0.058
C -4.42 -2.33 5.70  -0.141
C 5.96 5.53 1.31  -0.169
C -2.37 -3.67 5.06  -0.046
C 5.52 6.37 2.32  -0.064
C -1.80 -1.79 -3.44  -0.854
C 3.95 4.44 1.23  -0.134
C -9.52 -2.36 1.22  -0.151
C -3.91 -3.62 4.95  -0.588
C 5.45 2.61 -4.17  -1.454
C 0.25 -0.85 -4.58  -0.186
C 3.42 5.24 2.23  -0.044
C 2.33 0.01 -3.81  -0.230
C 2.96 -1.31 -3.25  -0.260
Be -4.08 -0.31 7.21  0.593
Be 7.20 2.89 -1.37  0.666
H 3.85 -1.01 -2.65  0.016
H -1.90 -2.79 4.61  0.085
H 0.85 -1.17 -5.46  0.124
H -5.51 -2.26 5.67  0.078
H 2.41 5.09 2.57  0.116
H -8.78 -2.44 2.01  0.075
H 2.74 0.25 -4.82  0.102
H -9.52 -2.31 -0.72  0.076
H 0.18 -2.12 -2.74  0.112
H -4.11 -2.37 6.76  -0.017
H 3.65 -3.13 -3.96  0.069
H 2.28 -1.83 -2.55  0.110
H 6.38 3.10 -4.45  0.020
H 3.85 6.86 3.57  0.114
H -1.97 -4.56 4.56  0.082
H -10.08 -1.43 1.34  0.079
H -10.21 -3.21 1.29  0.080
H -0.16 -3.04 -4.28  0.106
H 2.88 -2.20 -5.14  0.051
H -4.00 -1.42 5.26  0.013
H -4.28 -4.48 5.54  0.141
H 6.18 7.12 2.72  0.108
H -2.06 -3.71 6.11  0.080
H -0.66 -0.31 -4.96  0.129
H 3.36 3.66 0.77  0.112
H 6.96 5.61 0.91  0.090
H 2.70 0.83 -3.14  0.096

Properties
total energy	-183399.8986	eV
multiplicity	1
charge	+1



(2)
Density functional theory data (ωB97M-V with the def2-TZVPD basis set) for a 3-piece molecular cluster, C30H66FN6O13P2 overall at a distorted geometry.

Each line ends with the Löwdin charge.
Atoms and positions in Å:
P -3.25 -4.40 -7.21  0.384
P 4.49 0.83 7.41  0.384
F 0.44 4.64 -0.87  -0.010
O -3.63 -3.49 -6.11  -0.243
O 0.88 -1.34 3.84  0.012
O -4.26 -4.41 -8.45  -0.223
O 3.86 -3.87 -3.45  -0.068
O 4.93 0.46 5.92  -0.220
O 5.78 0.48 8.29  -0.216
O -3.14 -5.94 -6.81  -0.216
O 0.07 0.60 -0.67  -0.222
O -1.83 -4.09 -7.88  -0.218
O 3.97 -3.48 -1.15  0.044
O -0.21 -1.61 5.84  0.064
O 3.96 2.20 7.58  -0.235
O 3.46 -0.34 7.80  -0.216
N -0.38 7.32 0.02  0.062
N -0.72 2.80 0.00  0.040
N -0.65 6.83 2.44  0.060
N -2.29 1.27 1.02  0.005
N -0.48 2.08 2.43  -0.042
N -2.54 7.26 1.05  0.042
C -4.10 -6.44 -5.88  -0.099
C -3.11 1.17 -0.23  -0.098
C 2.16 -0.26 7.22  -0.111
C -0.34 -1.38 4.61  -0.355
C 0.93 4.03 1.44  -0.025
C 0.89 2.66 2.31  -0.277
C -1.79 -1.13 4.01  -0.075
C -1.19 2.92 3.47  -0.046
C -3.11 -0.33 -0.87  -0.154
C -0.22 4.15 0.34  -0.340
C 1.22 -0.10 -1.18  -0.103
C -4.62 -3.15 -9.00  -0.101
C -0.07 -3.42 -3.61  -0.177
C -1.20 2.03 1.15  -0.164
C 2.01 1.58 1.85  -0.038
C 1.42 -3.13 -3.07  -0.187
C -1.44 -4.81 -9.04  -0.098
C 5.31 -0.87 5.62  -0.100
C -2.78 0.41 2.17  -0.100
C 5.83 1.01 9.61  -0.097
C 2.45 -4.28 -3.52  -0.157
C -2.47 -0.39 -2.35  -0.193
C -0.85 -2.00 -3.78  -0.176
C 4.10 -3.04 -2.33  -0.418
C 0.20 2.03 -0.89  -0.151
C -1.19 6.59 1.05  -0.613
C -1.74 -0.81 2.43  -0.138
C -1.47 5.05 0.73  -0.028
C 4.61 -1.53 -2.47  0.000
C -1.84 -1.87 -2.51  -0.212
H 5.72 -1.39 6.49  0.090
H -2.65 -1.11 -0.17  0.091
H 1.16 -0.39 3.88  0.095
H -1.72 -4.25 -9.93  0.092
H -2.91 1.98 -0.99  0.135
H 1.34 -3.03 -1.94  0.102
H -3.77 -0.10 1.86  0.147
H -0.04 -3.97 -4.61  0.108
H 1.79 -2.15 -3.54  0.109
H 6.40 1.94 9.59  0.094
H -3.33 -0.32 -3.12  0.125
H 1.30 -0.12 -2.32  0.090
H -1.32 2.27 4.41  0.108
H -4.86 -3.29 -10.06  0.093
H -4.21 -0.65 -1.00  0.127
H 2.22 0.29 -0.76  0.096
H 0.63 7.29 0.21  0.076
H 1.02 4.90 2.17  0.110
H 1.76 -1.26 7.13  0.078
H -2.17 -1.72 1.87  0.119
H -5.03 -5.86 -5.92  0.088
H 2.19 0.20 6.23  0.072
H 0.39 6.92 2.40  0.068
H 3.74 -0.78 -2.58  0.071
H -2.18 5.03 -0.19  0.140
H -0.60 -4.11 -2.85  0.120
H 4.44 -1.42 5.25  0.088
H 1.31 2.28 -0.70  0.136
H -2.11 4.64 1.60  0.123
H 5.28 -1.41 -3.41  0.098
H -0.10 -1.13 -3.69  0.088
H 1.93 4.00 0.87  0.134
H -0.61 6.92 -0.91  0.085
H -1.73 0.45 -2.58  0.094
H -2.48 -2.03 4.20  0.145
H -4.33 -7.47 -6.13  0.093
H -2.44 8.28 0.99  0.083
H 6.08 -0.85 4.84  0.093
H 4.83 1.19 10.01  0.088
H -0.72 3.94 3.67  0.109
H -1.89 -5.80 -9.07  0.089
H -3.01 1.02 3.10  0.114
H -1.47 -1.97 -4.73  0.111
H 1.16 -1.20 -0.84  0.109
H -2.26 3.10 3.07  0.099
H -0.35 -4.93 -9.03  0.093
H -0.07 2.23 -1.98  0.153
H 5.22 -1.23 -1.55  0.092
H -2.25 -0.28 4.64  0.128
H -5.50 -2.77 -8.48  0.093
H -3.68 -6.40 -4.88  0.091
H -1.32 -2.13 -1.51  0.106
H -3.02 6.96 0.18  0.069
H 2.70 1.98 1.03  0.084
H 2.25 -4.57 -4.61  0.136
H -0.70 -0.59 2.04  0.102
H 1.56 0.60 1.47  0.071
H 2.72 1.31 2.73  0.097
H 1.51 0.33 7.88  0.098
H -0.95 7.81 2.63  0.085
H 1.20 2.97 3.37  0.155
H 2.27 -5.19 -2.83  0.141
H -3.80 -2.43 -8.92  0.089
H -4.20 1.33 0.12  0.137
H 6.34 0.29 10.25  0.092
H -2.73 -2.60 -2.65  0.128

Properties
total energy	-89026.6246	eV
multiplicity	1
charge	+1



(3)
Density functional theory data (ωB97M-V with the def2-TZVPD basis set) for a 4-piece molecular cluster, C2H11NO5 overall at a distorted geometry.

Each line ends with the Löwdin charge.
Atoms and positions in Å:
O 0.19 -0.82 -2.02  0.093
O 1.23 1.05 2.52  -0.094
O -0.17 2.33 0.67  -0.078
O -1.64 0.74 -0.97  -0.049
O 1.44 0.10 -0.44  0.057
N -1.21 -2.08 0.24  -0.001
C 0.44 -0.74 -0.85  -0.536
C 0.16 -1.61 0.35  -0.183
H -2.57 0.99 -1.11  0.085
H -0.59 1.52 0.35  0.007
H 0.73 -2.57 0.59  0.151
H 0.44 -1.09 1.36  0.137
H -1.30 -2.87 -0.37  0.067
H 1.94 0.45 -1.20  0.140
H -1.87 -1.34 0.04  0.045
H 1.65 0.94 1.66  0.004
H 0.50 1.69 2.39  0.017
H -0.79 2.75 1.28  0.053
H -1.24 1.10 -1.77  0.083

Properties
total energy	-13979.4416	eV
ΔE to the lowest compared entry with this formula, charge and spin	1.4358	eV
SMILES	NCC(=O)O.O.O.O
multiplicity	1



(4)
Density functional theory data (ωB97M-V with the def2-TZVPD basis set) for a 2-piece molecular cluster, C7H13O overall at a distorted geometry.

Each line ends with the Löwdin charge.
Atoms and positions in Å:
O 3.45 -0.57 0.37  -0.345
C 2.36 -0.85 -0.36  -0.495
C -2.39 -0.24 -1.38  0.018
C 0.04 0.42 -1.01  -0.022
C -1.23 0.04 -0.59  -0.378
C -1.60 1.09 1.74  -0.101
C -1.42 -0.15 0.87  -0.308
C 1.28 0.35 -0.18  -0.189
H -2.46 1.66 1.37  0.067
H -0.69 -0.89 1.23  0.112
H -1.69 0.84 2.80  0.062
H -0.76 1.80 1.65  0.063
H 0.09 0.99 -1.93  0.102
H -3.29 0.22 -1.00  0.009
H 1.94 -1.79 0.04  0.084
H 1.10 0.27 0.89  0.081
H -2.45 -0.82 0.90  -0.077
H 1.93 1.19 -0.38  0.095
H -2.25 -0.30 -2.45  0.034
H 2.62 -0.83 -1.45  0.082
H -3.32 -1.26 0.91  0.106

Properties
total energy	-9510.5531	eV
ΔE to the lowest compared entry with this formula, charge and spin	5.8621	eV
multiplicity	1
charge	-1



(5)
Density functional theory data (ωB97M-V with the def2-TZVPD basis set) for one molecule with the formula C3H5NO2S at a distorted geometry.

Each line ends with the Löwdin charge.
Atoms and positions in Å:
S -2.55 0.51 -0.05  0.980
O -3.87 0.39 0.64  -0.481
O -1.85 -0.89 -0.10  -0.394
N -0.58 -1.18 -0.10  0.017
C 0.16 1.11 -0.47  0.057
C 0.35 -0.22 -0.07  -0.418
C 1.75 -0.67 0.34  -0.055
H 0.85 1.86 -0.38  0.035
H 2.22 0.35 0.55  0.090
H 1.83 -1.46 1.16  0.098
H 2.36 -1.14 -0.46  0.086
H -0.68 1.34 -1.06  -0.015

Properties
total energy	-19607.2308	eV
ΔE to the lowest compared entry with this formula, charge and spin	5.2804	eV
multiplicity	1



(6)
Density functional theory data (ωB97M-V with the def2-TZVPD basis set) for one molecule with the formula C7H7IN2O at a distorted geometry.

Each line ends with the Löwdin charge.
Atoms and positions in Å:
I 3.29 -0.23 0.13  0.786
O 0.30 1.65 -1.17  -0.077
N -1.02 -0.10 -0.91  0.091
N 1.51 -0.97 -0.36  -0.545
C -0.35 2.45 -0.20  -0.194
C -0.41 -2.20 0.03  -0.120
C -0.30 1.77 1.13  -0.104
C -0.14 1.05 2.07  0.129
C -1.33 -1.39 -0.58  -0.092
C 0.88 -1.88 0.32  -0.319
C 0.07 0.33 -1.36  -0.279
H 1.49 -2.55 0.95  0.107
H -1.00 -2.99 0.35  0.075
H -1.46 2.67 -0.46  0.148
H -2.38 -1.71 -0.68  0.119
H 0.15 3.50 -0.11  0.155
H -0.04 0.65 2.96  -0.010
H 0.72 -0.06 -2.10  0.130

Properties
total energy	-20495.1384	eV
ΔE to the lowest compared entry with this formula, charge and spin	4.4496	eV
SMILES	C#CCO/C=N/C=C\C=N\I
multiplicity	1